A structure of composition C2H4OS, computed with ωB97M-V/def2-TZVPD.

Geometry (Å):
C 0.41 0.10 0.74
C -0.68 -0.04 -0.22
O -0.62 -0.73 -1.34
S 0.92 1.70 -0.08
H 0.10 0.27 1.77
H 1.21 -0.64 0.66
H -1.60 0.50 -0.09
H 0.25 -1.17 -1.45

Calculated values
LUMO   0.1 eV
HOMO-LUMO gap   8.27 eV
HOMO energy   -8.19 eV
Net charge   0

Mulliken population analysis, charges in e, atoms 1 to 6: atom 1 (C): -0.586, atom 2 (C): -0.016, atom 3 (O): -0.409, atom 4 (S): -0.297, atom 5 (H): 0.267, atom 6 (H): 0.297



An isolated molecule of C2H4OS, computed with ωB97M-V/def2-TZVPD.

Geometry (Å):
C -0.97 -0.50 -0.02
O -0.13 0.62 -0.34
C 1.11 0.75 0.00
S 2.43 -0.24 -0.14
H -1.35 -0.43 0.98
H -0.44 -1.46 -0.10
H -1.77 -0.46 -0.82
H 1.12 1.73 0.43

Calculated values
LUMO   0.2 eV
Structure (SMILES)   COC=S
HOMO-LUMO gap   9.16 eV
HOMO energy   -8.98 eV
Net charge   0

Mulliken population analysis, charges in e, atoms 1 to 6: atom 1 (C): -0.564, atom 2 (O): -0.263, atom 3 (C): -0.020, atom 4 (S): -0.261, atom 5 (H): 0.273, atom 6 (H): 0.315



An isolated molecule of C2H4OS, computed with ωB97M-V/def2-TZVPD.

Geometry (Å):
C 0.24 0.45 -0.51
C -0.59 -0.94 0.26
O -0.93 -1.86 -0.47
S -0.89 -0.83 1.95
H 0.15 -0.15 -1.48
H -0.53 1.21 -0.66
H 1.31 1.13 -0.40
H -1.35 -2.17 2.18

Calculated values
LUMO   0.6 eV
Structure (SMILES)   CC(=O)S
HOMO-LUMO gap   10.65 eV
HOMO energy   -10.07 eV
Net charge   0

Mulliken population analysis, charges in e, atoms 1 to 6: atom 1 (C): -0.832, atom 2 (C): 0.524, atom 3 (O): -0.467, atom 4 (S): -0.225, atom 5 (H): 0.260, atom 6 (H): 0.301



An isolated molecule of C2H4OS, computed with ωB97M-V/def2-TZVPD.

Geometry (Å):
C 0.71 -0.43 -0.10
C -0.37 0.57 -0.29
O -1.42 0.40 0.52
S -0.53 1.82 -1.22
H 0.37 -1.37 -0.17
H 1.47 -0.27 -0.87
H 1.10 -0.35 0.88
H -1.33 -0.36 1.26

Calculated values
LUMO   0.5 eV
Structure (SMILES)   CC(O)=S
HOMO-LUMO gap   9.18 eV
HOMO energy   -8.70 eV
Net charge   0

Mulliken population analysis, charges in e, atoms 1 to 6: atom 1 (C): -1.162, atom 2 (C): 0.593, atom 3 (O): -0.487, atom 4 (S): -0.355, atom 5 (H): 0.415, atom 6 (H): 0.293



A cluster of 2 separate species, C2H4OS in total, computed with ωB97M-V/def2-TZVPD.

Geometry (Å):
C -0.32 1.03 -0.98
C 0.22 -0.12 -0.33
O -0.45 -1.59 1.76
S 1.51 0.91 -0.60
H -0.42 1.12 -2.01
H -0.61 1.97 -0.43
H -0.29 -1.23 0.84
H 0.35 -2.08 1.76

Calculated values
LUMO   -1.0 eV
HOMO-LUMO gap   8.59 eV
HOMO energy   -9.55 eV
Net charge   0

Mulliken population analysis, charges in e, atoms 1 to 6: atom 1 (C): -0.455, atom 2 (C): -0.286, atom 3 (O): -0.679, atom 4 (S): -0.008, atom 5 (H): 0.300, atom 6 (H): 0.260



An isolated molecule of C2H4OS, computed with ωB97M-V/def2-TZVPD.

Geometry (Å):
O 1.39 1.09 1.89
C 0.38 0.84 1.02
C 0.42 -0.25 -0.12
S -0.98 -0.64 -1.29
H -0.74 0.72 1.44
H 0.69 -1.21 0.33
H 1.39 0.24 -0.69
H -1.52 -1.84 -0.91

Calculated values
LUMO   -0.5 eV
Structure (SMILES)   O=CCS
HOMO-LUMO gap   9.18 eV
HOMO energy   -9.70 eV
Net charge   0

Mulliken population analysis, charges in e, atoms 1 to 6: atom 1 (O): -0.452, atom 2 (C): 0.168, atom 3 (C): -0.470, atom 4 (S): -0.185, atom 5 (H): 0.225, atom 6 (H): 0.315



A structure of composition C2H4OS, computed with ωB97M-V/def2-TZVPD.

Geometry (Å):
C 0.04 0.17 -0.92
C 0.00 0.72 0.53
O 1.01 -0.27 -1.43
S 0.09 -1.34 1.51
H -0.97 0.31 -1.53
H 0.95 1.04 0.76
H -0.95 1.14 0.77
H -0.17 -1.77 0.31

Calculated values
LUMO   -0.7 eV
HOMO-LUMO gap   8.89 eV
HOMO energy   -9.61 eV
Net charge   0

Mulliken population analysis, charges in e, atoms 1 to 6: atom 1 (C): -0.004, atom 2 (C): -0.558, atom 3 (O): -0.388, atom 4 (S): -0.158, atom 5 (H): 0.257, atom 6 (H): 0.354



An isolated molecule of C2H4OS, computed with ωB97M-V/def2-TZVPD.

Geometry (Å):
C 0.39 -0.74 0.02
C -0.69 0.38 -0.05
O -0.22 1.67 0.04
S -2.25 0.13 0.01
H 0.07 -1.68 -0.44
H 1.31 -0.45 -0.47
H 0.63 -1.04 1.02
H 0.76 1.74 -0.13

Calculated values
LUMO   0.5 eV
Structure (SMILES)   CC(O)=S
HOMO-LUMO gap   9.29 eV
HOMO energy   -8.83 eV
Net charge   0

Mulliken population analysis, charges in e, atoms 1 to 6: atom 1 (C): -0.999, atom 2 (C): 0.504, atom 3 (O): -0.449, atom 4 (S): -0.299, atom 5 (H): 0.292, atom 6 (H): 0.337



A cluster of 2 separate species, C2H4OS in total, computed with ωB97M-V/def2-TZVPD.

Geometry (Å):
C -0.33 -0.63 -0.96
C -0.63 -0.71 0.26
O -0.34 2.92 0.38
S -0.52 1.83 1.64
H -0.26 -1.58 -1.55
H -0.21 0.29 -1.51
H -0.93 -1.53 0.88
H -0.97 2.81 -0.38

Calculated values
LUMO (alpha / beta)   -0.3 / -1.2 eV
HOMO-LUMO gap (alpha / beta)   8.65 / 7.28 eV
HOMO energy (alpha / beta)   -8.92 / -8.45 eV
Net charge   0

Mulliken population analysis, charges in e, atoms 1 to 6: atom 1 (C): -0.196, atom 2 (C): -0.447, atom 3 (O): -0.434, atom 4 (S): 0.049, atom 5 (H): 0.221, atom 6 (H): 0.179



An isolated molecule of C2H4OS2, computed with ωB97M-V/def2-TZVPD.

Geometry (Å):
C -0.77 -0.70 -0.54
C 0.20 0.25 0.13
O -3.51 -0.48 -3.95
S -1.71 -0.27 -1.92
S -3.48 -1.37 -2.81
H -1.00 -1.38 0.21
H 0.34 1.01 -0.59
H 1.18 -0.29 0.43
H -0.24 0.67 1.03

Calculated values
LUMO (alpha / beta)   -0.4 / -1.4 eV
HOMO-LUMO gap (alpha / beta)   8.31 / 5.83 eV
HOMO energy (alpha / beta)   -8.74 / -7.25 eV
Net charge   0

Mulliken population analysis, charges in e, atoms 1 to 6: atom 1 (C): -0.174, atom 2 (C): -0.892, atom 3 (O): -0.406, atom 4 (S): -0.119, atom 5 (S): 0.326, atom 6 (H): 0.410



A cluster of 2 separate species, C2H4OS2 in total, computed with ωB97M-V/def2-TZVPD.

Geometry (Å):
O -0.38 -3.22 0.12
C 0.57 -2.54 0.30
S 0.63 -1.16 1.35
H 1.49 -2.88 -0.15
H -0.74 -1.17 1.67
C 0.66 1.65 -1.79
S -0.74 1.01 -2.29
H 1.18 1.03 -1.05
H 1.02 2.63 -2.13

Calculated values
LUMO   -0.5 eV
Structure (SMILES)   O=CS.C=S
HOMO-LUMO gap   8.48 eV
HOMO energy   -8.94 eV
Net charge   0

Mulliken population analysis, charges in e, atoms 1 to 6: atom 1 (O): -0.411, atom 2 (C): 0.096, atom 3 (S): -0.229, atom 4 (H): 0.344, atom 5 (H): 0.193, atom 6 (C): -0.259



A structure of composition C2H4OS2, computed with ωB97M-V/def2-TZVPD.

Geometry (Å):
C 0.28 1.43 0.43
C -0.26 -0.76 -0.52
O -0.54 -1.75 0.38
S -1.28 0.72 -0.19
S 1.35 0.12 -0.23
H 0.49 2.40 -0.01
H 0.30 1.47 1.51
H -0.33 -1.08 -1.57
H -0.01 -2.54 0.20

Calculated values
LUMO   0.3 eV
HOMO-LUMO gap   9.44 eV
HOMO energy   -9.16 eV
Net charge   0

Mulliken population analysis, charges in e, atoms 1 to 6: atom 1 (C): -0.530, atom 2 (C): -0.108, atom 3 (O): -0.463, atom 4 (S): -0.134, atom 5 (S): -0.140, atom 6 (H): 0.334



An isolated molecule of C2H4OS2, computed with ωB97M-V/def2-TZVPD.

Geometry (Å):
C 0.64 -0.01 1.13
C -1.37 0.17 -0.39
O 0.00 0.07 -0.10
S 2.17 0.67 1.09
S -1.57 -0.73 -1.97
H 0.09 0.19 2.15
H -2.18 0.02 0.25
H 2.44 0.29 -0.15
H -0.22 -0.67 -2.02

Calculated values
LUMO (alpha / beta)   0.2 / 0.3 eV
HOMO-LUMO gap (alpha / beta)   7.71 / 7.95 eV
HOMO energy (alpha / beta)   -7.48 / -7.69 eV
Net charge   0

Mulliken population analysis, charges in e, atoms 1 to 6: atom 1 (C): -0.081, atom 2 (C): -0.166, atom 3 (O): -0.201, atom 4 (S): -0.194, atom 5 (S): -0.206, atom 6 (H): 0.239



An isolated molecule of C2H4OS2, computed with ωB97M-V/def2-TZVPD.

Geometry (Å):
C -0.62 0.92 -0.21
C 0.78 0.58 0.03
S 2.03 1.54 0.05
S 1.35 -1.44 0.08
O -0.18 -2.06 -0.04
H -1.15 0.54 0.71
H -1.15 0.49 -0.98
H -0.78 1.96 -0.46
H -0.28 -2.53 0.82

Calculated values
LUMO   -0.1 eV
Structure (SMILES)   CC(=S)SO
HOMO-LUMO gap   8.54 eV
HOMO energy   -8.62 eV
Net charge   0

Mulliken population analysis, charges in e, atoms 1 to 6: atom 1 (C): -0.946, atom 2 (C): 0.306, atom 3 (S): -0.254, atom 4 (S): 0.054, atom 5 (O): -0.462, atom 6 (H): 0.248



An isolated molecule of C2H4OS3, computed with ωB97M-V/def2-TZVPD.

Geometry (Å):
C 0.59 0.61 -0.22
C -0.92 0.78 -0.26
O -0.42 -2.33 0.84
S 1.03 0.18 1.50
S 1.13 -1.15 -1.19
S 0.94 -1.85 0.84
H 1.21 1.41 -0.70
H -1.49 -0.23 0.00
H -1.10 1.06 -1.26
H -0.98 1.51 0.46

Calculated values
LUMO   -0.7 eV
HOMO-LUMO gap   8.75 eV
HOMO energy   -9.50 eV
Net charge   0

Mulliken population analysis, charges in e, atoms 1 to 6: atom 1 (C): -0.345, atom 2 (C): -0.732, atom 3 (O): -0.452, atom 4 (S): -0.109, atom 5 (S): -0.128, atom 6 (S): 0.432



A structure of composition C2H4OS3, computed with ωB97M-V/def2-TZVPD.

Geometry (Å):
C -0.05 0.38 -0.41
C -0.93 1.51 -0.59
O 0.95 -1.77 2.17
S 0.67 -3.27 -0.18
S 1.47 0.44 0.14
S 1.67 -2.14 1.01
H -0.37 -0.68 -0.32
H -0.35 2.43 -0.30
H -1.64 1.46 0.13
H -1.43 1.63 -1.66

Calculated values
LUMO   -1.0 eV
HOMO-LUMO gap   8.16 eV
HOMO energy   -9.12 eV
Net charge   0

Mulliken population analysis, charges in e, atoms 1 to 6: atom 1 (C): 0.309, atom 2 (C): -0.899, atom 3 (O): -0.364, atom 4 (S): -0.223, atom 5 (S): -0.202, atom 6 (S): 0.404



A structure of composition C2H4OS3, computed with ωB97M-V/def2-TZVPD.

Geometry (Å):
C 0.34 0.01 -0.76
C 1.22 -0.03 0.48
O -2.30 0.01 1.44
S -0.84 -1.42 -0.71
S -0.84 1.40 -0.65
S -2.29 -0.01 0.02
H 0.68 -0.02 -1.79
H 0.50 0.23 1.23
H 1.87 0.81 0.28
H 1.66 -0.98 0.47

Calculated values
LUMO   -0.4 eV
HOMO-LUMO gap   9.25 eV
HOMO energy   -9.70 eV
Net charge   0

Mulliken population analysis, charges in e, atoms 1 to 6: atom 1 (C): -0.325, atom 2 (C): -0.768, atom 3 (O): -0.441, atom 4 (S): -0.130, atom 5 (S): -0.124, atom 6 (S): 0.419



An isolated molecule of C2H4OSi, computed with ωB97M-V/def2-TZVPD.

Geometry (Å):
C -2.15 -0.38 -0.13
C 0.32 0.97 -0.01
O -2.91 0.45 0.10
Si -0.27 -0.77 -0.02
H 0.07 1.48 0.81
H 0.30 -1.78 -0.89
H 0.19 1.56 -1.02
H -0.67 -1.46 1.40

Calculated values
LUMO (alpha / beta)   -0.2 / -0.5 eV
HOMO-LUMO gap (alpha / beta)   7.75 / 6.86 eV
HOMO energy (alpha / beta)   -7.98 / -7.39 eV
Net charge   0

Mulliken population analysis, charges in e, atoms 1 to 6: atom 1 (C): 0.304, atom 2 (C): -0.822, atom 3 (O): -0.231, atom 4 (Si): 0.340, atom 5 (H): 0.336, atom 6 (H): -0.095



A structure of composition C2H4OSm, computed with ωB97M-V/def2-TZVPD.

Geometry (Å):
O -1.13 -2.02 -0.24
Sm 0.68 -1.74 -1.24
C 0.05 0.85 -0.48
C 0.02 0.17 0.74
H 0.93 1.45 -0.74
H -0.90 1.07 -0.98
H 0.75 0.65 1.40
H -0.42 -0.44 1.54

Calculated values
Multiplicity   7
LUMO (alpha / beta)   -0.7 / -0.8 eV
HOMO-LUMO gap (alpha / beta)   5.65 / 6.25 eV
HOMO energy (alpha / beta)   -6.34 / -7.02 eV
Net charge   0

Mulliken population analysis, charges in e, atoms 1 to 6: atom 1 (O): -0.977, atom 2 (Sm): 1.010, atom 3 (C): -0.885, atom 4 (C): -0.352, atom 5 (H): 0.337, atom 6 (H): 0.286



A structure of composition C2H4OTb, computed with ωB97M-V/def2-TZVPD.

Geometry (Å):
O -0.45 0.18 0.13
Tb 1.87 -0.05 0.05
C -1.48 -0.18 -0.44
C -2.85 0.13 -0.07
H -2.98 1.16 0.26
H -3.18 -0.64 0.64
H -1.52 -0.37 -1.61
H -3.34 -0.04 -1.15

Calculated values
Multiplicity   7
LUMO (alpha / beta)   -17.7 / -18.8 eV
HOMO-LUMO gap (alpha / beta)   6.76 / 5.62 eV
HOMO energy (alpha / beta)   -24.45 / -24.41 eV
Net charge   +3

Mulliken population analysis, charges in e, atoms 1 to 6: atom 1 (O): -0.580, atom 2 (Tb): 2.628, atom 3 (C): 0.295, atom 4 (C): -0.738, atom 5 (H): 0.396, atom 6 (H): 0.354



E / Eh: -551.96872, -551.97827, -551.96065, -551.99759, -551.88554, -551.92411, -551.95277, -552.01082, -551.85425, -950.09043, -950.15532, -950.18691, -950.05367, -950.14055, -1348.33609, -1348.32904, -1348.35864, -443.19232, -811.60159, -976.87065